[1]
123
Properties=species:S:1:pos:R:3:forces:R:3 method="wB97M-V/def2-TZVPD" e_lumo_ha=0.0170 homo_lumo_gap_ev=6.540 charge=-1 multiplicity=1 energy_ha=-3441.53204 fmax_ha_per_bohr=0.357
C -0.488195 -0.166756 -0.606220 0.6174 5.5737 2.3250
O -0.813195 0.860244 -1.330220 0.2248 -2.4614 -0.1625
O -0.470195 -1.394756 -1.161220 -0.0486 -0.6624 0.3691
O -0.124195 0.057244 0.619780 -0.6432 -2.3233 -2.2452
H -0.832195 -1.284756 -2.048220 0.0177 0.2424 -0.1560
C -2.060195 1.113244 4.073780 0.3552 2.0350 -0.3880
C -2.335195 1.648244 5.456780 5.0762 2.9248 -3.2850
C -1.583195 2.869244 5.903780 -2.8846 -0.1136 -6.0815
C -1.224195 3.916244 4.778780 -0.7094 -4.4658 0.2845
C -1.117195 3.445244 3.395780 -2.9780 -6.8931 8.0616
C -1.378195 1.926244 3.112780 -1.4550 4.5710 4.2683
N -0.834195 5.331244 5.119780 1.5311 -0.4220 3.0690
O -0.929195 5.784244 6.288780 -1.1669 -1.6616 -1.6148
O -0.172195 5.924244 4.321780 -0.0733 0.4572 -1.9738
H -2.377195 0.159244 3.546780 0.0334 0.9477 1.6564
H -2.876195 1.169244 6.190780 -0.9562 -1.3929 1.2858
H -1.770195 3.148244 6.889780 0.1343 0.8073 1.4476
H -0.688195 4.086244 2.838780 2.6370 4.1666 -4.7949
H -1.332195 1.662244 2.118780 0.5760 -1.0660 -2.0037
C -0.448195 -2.963756 4.107780 -3.4136 -5.5125 0.3337
C -0.517195 -4.005756 5.169780 -3.5025 -2.2012 -4.9167
C -1.342195 -5.271756 4.808780 1.4344 15.0797 -10.3259
C -2.028195 -5.257756 3.424780 0.0539 3.0888 0.8050
C -2.036195 -4.120756 2.429780 2.4771 -0.8664 5.3971
C -1.143195 -3.004756 2.860780 -1.6122 -5.1597 2.2979
N -2.973195 -6.355756 3.142780 -0.2305 -5.3286 0.1967
O -2.818195 -7.442756 3.788780 0.6431 2.8488 0.0977
O -3.811195 -6.431756 2.241780 0.9908 2.5969 0.2734
H 0.201805 -2.255756 4.350780 2.5381 3.4589 0.4373
H 0.002805 -3.874756 6.099780 0.0951 -0.1945 0.1690
H -1.375195 -6.012756 5.285780 -0.6738 -10.7511 7.2206
H -2.637195 -4.137756 1.520780 0.4053 -0.0989 0.2635
H -0.909195 -2.426756 2.080780 0.8841 3.1753 -2.4167
C -6.350195 -1.471756 -4.121220 4.3199 0.0147 -2.4052
C -5.292195 -2.282756 -3.448220 4.0416 5.9191 -4.9589
C -3.817195 -2.008756 -3.751220 -5.9333 4.9856 -2.6643
C -3.361195 -0.802756 -4.645220 -5.8346 -1.3441 0.6745
C -4.424195 -0.059756 -5.349220 -0.9048 -3.2023 2.0355
C -5.981195 -0.531756 -5.140220 5.4894 -0.6890 2.5430
N -1.924195 -0.442756 -4.823220 -2.6378 -0.1312 -1.4158
O -1.686195 0.191244 -5.841220 0.5584 0.0222 0.6386
O -1.144195 -0.840756 -4.015220 0.9804 -0.3407 0.6337
H -7.348195 -1.835756 -4.236220 -0.6130 -0.0884 0.7965
H -5.612195 -2.998756 -2.842220 -0.7428 -3.1780 2.5834
H -3.015195 -2.459756 -3.386220 2.8679 -2.5769 2.0703
H -4.064195 0.716244 -6.046220 -0.8025 -0.3903 0.3855
H -6.719195 -0.169756 -5.779220 -0.8902 0.9596 -0.9292
C 0.125805 -4.712756 -0.390220 -2.5328 1.1647 -1.7975
C -1.189195 -4.774756 -1.218220 0.9188 -3.3862 1.8821
C -2.026195 -6.133756 -1.256220 5.8591 2.4993 3.7480
C -1.491195 -7.225756 -0.259220 1.4791 4.8320 0.3018
C -0.303195 -6.901756 0.726780 -1.8957 1.5955 -5.5081
C 0.588805 -5.702756 0.476780 -3.8117 -2.2609 0.2585
N -2.287195 -8.482756 -0.144220 4.8527 -1.2755 7.2742
O -2.075195 -9.302756 0.890780 -0.2063 3.3640 -3.3283
O -3.018195 -8.733756 -0.976220 -3.9275 -0.9988 -4.4076
H 0.708805 -3.725756 -0.448220 -1.0220 -1.5841 -0.0271
H -1.505195 -3.790756 -1.739220 0.4881 -2.1321 0.7729
H -2.818195 -6.096756 -1.966220 -0.6989 -0.8225 -0.0114
H -0.096195 -7.763756 1.292780 0.5309 -0.5595 1.1403
H 1.434805 -5.492756 1.122780 -0.0026 -0.3008 -0.1694
C 3.799805 2.502244 -1.497220 4.3994 0.2169 0.4305
C 5.139805 3.129244 -0.905220 -4.5476 -0.1893 4.0066
C 5.096805 3.645244 0.577780 -4.5614 -1.3350 -2.3714
C 3.747805 3.569244 1.321780 1.7235 -2.9262 -5.0115
C 2.610805 2.693244 0.724780 5.7490 2.7897 -2.6060
C 2.689805 2.242244 -0.660220 2.7816 2.3281 0.7541
N 3.727805 4.058244 2.693780 1.1489 -1.8076 1.0512
O 4.788805 4.410244 3.299780 -2.7425 -0.2652 -1.8275
O 2.655805 3.815244 3.218780 0.2606 1.1088 0.8417
H 3.829805 2.030244 -2.656220 -0.0902 1.6055 3.4540
H 6.095805 3.133244 -1.392220 0.0016 0.0678 -0.4399
H 5.834805 4.172244 1.199780 0.1811 -0.4619 -0.9449
H 1.725805 2.543244 1.172780 -2.7633 -0.5100 2.0729
H 1.941805 1.849244 -1.292220 -1.6815 -0.8633 0.6517
C 0.325805 3.941244 -5.924220 3.5724 2.4649 2.6235
O 0.580805 4.880244 -6.677220 -1.1126 -1.7411 0.5097
N 0.928805 3.832244 -4.642220 -1.5549 -0.5428 -2.2371
C 0.660805 2.728244 -3.753220 2.1727 -3.8325 -6.5669
C 1.849805 4.740244 -4.105220 -1.7885 3.8137 2.5025
H -0.193195 3.030244 -5.952220 -1.7381 -1.1985 -1.5435
H 0.409805 3.081244 -2.931220 -2.3699 2.9263 7.7869
H 1.463805 2.015244 -3.626220 1.4239 0.5718 0.2721
H -0.005195 1.911244 -3.997220 -1.3791 0.7084 -0.9706
H 2.814805 4.386244 -4.158220 2.2968 -1.3870 1.0679
H 1.469805 5.235244 -3.027220 1.2937 -1.9038 -2.3626
H 2.019805 5.666244 -4.636220 -0.9252 0.1814 -0.9644
C 3.208805 -0.958756 -2.412220 -1.3719 -0.4762 1.5965
O 3.999805 -1.357756 -1.605220 1.9127 -0.1876 0.3020
N 3.357805 -0.776756 -3.714220 -1.9928 1.7523 -3.0618
C 2.048805 -0.503756 -4.552220 -2.8514 0.5524 2.0451
C 4.682805 -0.679756 -4.305220 -1.0321 0.5203 -2.5351
H 2.219805 -0.756756 -2.045220 -1.1779 0.2397 -0.0950
H 1.556805 -1.297756 -5.268220 1.6143 0.7722 1.8829
H 2.001805 0.394244 -5.163220 1.3174 0.2027 -0.1693
H 1.041805 -0.090756 -3.789220 3.4070 -1.9961 -1.7638
H 4.746805 0.089244 -5.122220 -0.9029 -0.8569 0.1810
H 4.916805 -1.639756 -4.707220 0.6228 -0.6039 -0.4997
H 5.509805 -0.307756 -3.777220 0.5581 0.0033 2.1689
C 2.810805 -1.414756 2.805780 -1.3412 1.6060 1.4621
O 3.463805 -2.362756 2.491780 0.7389 -1.2573 -0.8573
N 2.880805 -0.895756 4.088780 -2.3792 1.7702 -0.7322
C 2.086805 0.367244 4.393780 -1.1186 1.0814 -1.5828
C 3.770805 -1.534756 5.031780 -1.2133 0.7151 1.6876
H 2.037805 -0.883756 2.176780 0.6460 -0.3764 0.1533
H 2.058805 0.694244 5.414780 1.0609 -0.2330 0.6728
H 0.948805 0.627244 4.183780 1.5181 -2.3496 -0.1633
H 2.440805 1.177244 3.738780 0.6614 -0.0446 0.5883
H 4.784805 -1.517756 4.593780 -0.4676 -0.8559 0.5004
H 3.249805 -2.495756 5.332780 1.5518 0.4596 -0.5316
H 3.765805 -0.928756 5.996780 0.1774 -0.5324 -1.3012
C -2.662195 3.472244 -0.087220 -9.6074 15.0532 -1.3880
O -3.901195 3.820244 -0.203220 2.5128 -2.1922 0.1592
N -1.827195 4.495244 0.004780 4.6445 -1.0490 0.0140
C -0.359195 4.066244 0.004780 -1.3320 4.8457 1.6064
C -2.036195 5.902244 0.160780 -4.3052 0.3740 -5.5408
H -2.371195 2.642244 0.021780 4.3861 -12.0841 1.0698
H -0.202195 3.489244 0.823780 0.4414 -1.5878 2.9171
H 0.394805 4.926244 0.105780 -1.3658 -1.1339 -0.7485
H -0.234195 3.397244 -0.718220 0.9825 -2.1947 -3.7498
H -1.454195 6.173244 0.962780 1.1276 1.5208 1.6436
H -3.203195 6.099244 0.206780 2.5000 -0.4698 0.6078
H -1.814195 6.475244 -0.956220 0.0201 -1.3014 3.2716



[2]
113
Properties=species:S:1:pos:R:3:forces:R:3 method="wB97M-V/def2-TZVPD" e_lumo_ha="-0.0100 / -0.0417" homo_lumo_gap_ev="5.058 / 5.486" s2=8.850 multiplicity=6 energy_ha=-7694.82558 fmax_ha_per_bohr=0.011
Cr 1.731902 0.187768 0.209570 0.3114 0.1498 -0.0970
C -1.619628 6.275770 2.496516 -0.0056 0.0400 -0.0319
C -1.593520 5.123198 3.487005 -0.0412 -0.1004 0.0125
N -1.230786 3.858514 2.854406 -0.0342 0.0650 0.0510
C 0.074011 3.481909 2.878365 0.0867 -0.0777 -0.0241
C 0.557361 2.370511 2.270351 -0.1134 0.1139 0.1084
C 2.044839 2.140664 2.409801 0.0705 0.0615 -0.0364
O 2.666036 2.789485 3.238004 -0.0443 -0.0578 -0.0306
O 2.564961 1.276050 1.610914 0.0255 0.0280 0.1831
C -0.362505 1.521082 1.575679 0.0017 -0.1258 -0.0992
O -0.016885 0.414712 0.971201 -0.2936 -0.0187 0.2882
C -1.725993 1.887472 1.574229 0.0513 -0.0131 0.0034
C -2.692722 1.053642 0.932252 -0.0890 0.0167 0.0645
C -3.992941 1.457846 0.852088 0.0635 -0.0522 0.1200
F -4.892972 0.641578 0.248390 -0.0864 -0.0623 -0.0471
C -4.420429 2.663620 1.382193 0.0451 0.1927 -0.0939
C -3.499370 3.483129 2.093135 0.0635 -0.0482 -0.0511
C -2.171483 3.093482 2.187768 0.0489 0.0268 -0.0233
N -5.792679 3.158117 1.321419 -0.1653 -0.0504 0.0344
C -6.569694 2.894014 0.065231 0.0493 0.0103 0.0336
C -7.930338 3.619925 0.175703 0.0162 -0.0341 -0.0756
N -7.906446 4.475165 1.352251 0.0626 0.0022 -0.0111
C -7.866559 3.684842 2.575244 -0.0074 -0.0377 0.0602
C -6.633747 2.760360 2.504356 0.0244 -0.0358 -0.0961
H -1.904862 7.203968 2.992769 -0.0076 -0.0073 0.0112
H -2.325235 6.083399 1.687741 0.0033 0.0038 0.0001
H -0.634173 6.414911 2.051647 0.0065 -0.0064 0.0108
H -2.557054 4.993773 3.982925 0.0018 0.0210 0.0061
H -0.864241 5.304189 4.275347 0.0199 0.0318 -0.0328
H 0.754403 4.120772 3.424764 0.0118 -0.0169 -0.0024
H -2.392243 0.116111 0.498809 0.0502 -0.0836 -0.0583
H -3.834813 4.429107 2.495863 -0.0266 -0.0059 -0.0096
H -6.684849 1.820821 -0.025975 0.0029 0.0189 -0.0415
H -5.953316 3.250857 -0.757061 -0.0295 0.0213 -0.0102
H -8.737730 2.877191 0.212223 0.0032 0.0136 0.0294
H -8.088151 4.236213 -0.707319 -0.0080 -0.0161 0.0014
H -8.669010 5.135627 1.356784 -0.0163 0.0134 0.0007
H -5.746196 4.181752 1.354433 0.0558 -0.0211 0.0990
H -8.764353 3.070628 2.720055 0.0013 0.0164 -0.0251
H -7.783715 4.362792 3.424177 -0.0009 -0.0195 -0.0020
H -6.891047 1.715330 2.339448 -0.0148 0.0030 0.0460
H -5.996941 2.825690 3.381998 -0.0167 0.0306 0.0141
O 2.716529 2.845264 -2.179574 -0.0646 -0.4487 0.3010
N 2.456526 1.937081 -1.436872 -0.0648 0.3521 -0.1233
O 1.272644 1.752655 -0.959261 0.0820 0.2038 -0.2322
O 3.288595 1.079395 -1.033452 0.0278 -0.1788 0.0045
C -2.471260 -2.188801 -1.049071 -0.0450 0.0092 0.0189
Ge -1.308920 -1.179315 -2.296375 -0.0356 -0.0507 -0.0309
C -1.683273 -1.975871 -4.060464 -0.0391 0.0251 -0.0112
C -1.951210 0.684956 -2.332587 -0.0048 0.0247 -0.0664
Ge 1.062300 -1.336913 -1.759934 0.0608 -0.0736 -0.0066
C 2.004713 -0.566611 -3.328620 0.0198 0.0300 0.0048
C 3.398681 -0.616757 -3.426204 0.0523 -0.0320 0.0709
C 4.075873 -0.051756 -4.494538 0.0122 0.0202 -0.0528
C 3.373908 0.607652 -5.494994 0.0184 -0.0114 0.0151
C 1.995484 0.701183 -5.403908 -0.0234 -0.0045 -0.0049
C 1.325536 0.120642 -4.332784 -0.0470 0.0192 -0.0718
C 1.422870 -3.289614 -1.880960 -0.0030 -0.0188 -0.0515
C 2.629214 -3.804644 -2.357502 0.0564 0.0201 -0.0938
C 2.837201 -5.171338 -2.493078 0.0002 -0.0090 -0.0108
C 1.846747 -6.071875 -2.130945 -0.0072 -0.0101 0.0014
C 0.640926 -5.585924 -1.646955 0.0037 -0.0383 -0.0062
C 0.436931 -4.217253 -1.537836 -0.0955 0.0156 0.1264
H -3.443324 -1.697617 -0.973710 -0.0201 0.0263 0.0102
H -2.055176 -2.284054 -0.046305 0.0090 0.0501 0.0225
H -2.639890 -3.194880 -1.437299 0.0142 0.0124 -0.0190
H -2.741930 -1.865326 -4.306139 -0.0054 -0.0077 -0.0054
H -1.438482 -3.038934 -4.055056 0.0127 -0.0015 0.0299
H -1.092062 -1.499080 -4.841845 -0.0225 -0.0158 -0.0087
H -3.013300 0.712164 -2.077964 -0.0020 0.0075 0.0048
H -1.833040 1.103630 -3.333353 0.0355 -0.0051 -0.0114
H -1.402771 1.317151 -1.634758 0.0067 -0.0279 0.0102
H 3.985756 -1.065597 -2.631099 -0.0396 -0.0217 0.0076
H 5.157202 -0.108078 -4.534436 -0.0051 0.0048 -0.0058
H 3.899370 1.059644 -6.326906 0.0052 -0.0016 0.0056
H 1.433677 1.230660 -6.164020 0.0060 0.0007 -0.0024
H 0.247296 0.220446 -4.293538 -0.0016 -0.0012 0.0422
H 3.427818 -3.138631 -2.657568 -0.0197 0.0359 0.0054
H 3.775941 -5.531138 -2.896970 0.0209 -0.0037 0.0155
H 2.006670 -7.137692 -2.237157 0.0015 0.0010 0.0009
H -0.151153 -6.271440 -1.369588 0.0028 -0.0025 0.0029
H -0.524077 -3.874445 -1.168582 0.0550 0.0085 -0.0388
C 6.830627 -0.086087 -0.216615 0.0303 0.0316 0.0027
C 5.871986 -1.212602 0.046723 -0.0757 -0.0680 0.0226
C 6.212875 -2.535352 -0.218093 0.0066 0.0119 0.0193
C 5.326117 -3.578914 0.037765 -0.0288 0.0195 -0.0039
C 5.719098 -5.004377 -0.236313 -0.0149 -0.0612 -0.0228
C 4.069096 -3.290886 0.540550 -0.0471 0.0442 -0.0419
C 3.681737 -1.962809 0.811050 0.1768 -0.0577 -0.0747
C 4.615862 -0.939286 0.563400 0.1201 0.0211 0.0374
N 2.417670 -1.576122 1.208069 -0.1192 0.0123 0.0015
C 1.638077 -2.283262 2.252345 0.1197 0.0651 -0.0673
C 2.268234 -3.542102 2.851570 -0.0209 -0.0345 0.0446
C 1.504580 -1.252090 3.389955 -0.0784 -0.0567 0.0143
C 0.260559 -2.651711 1.700197 -0.0274 -0.0186 0.0808
H 7.666190 -0.416080 -0.833743 -0.0030 0.0031 -0.0012
H 7.236226 0.304465 0.718830 -0.0042 0.0068 -0.0053
H 6.323381 0.735062 -0.724042 0.0064 0.0064 0.0024
H 7.187349 -2.760136 -0.639318 0.0028 0.0016 0.0067
H 6.512148 -5.060299 -0.982039 0.0020 0.0059 -0.0021
H 4.867593 -5.580596 -0.597841 -0.0150 0.0025 -0.0003
H 6.082979 -5.491150 0.671351 0.0139 0.0246 0.0107
H 3.358195 -4.094475 0.633784 -0.0613 -0.0231 -0.0115
H 4.373182 0.080867 0.825730 -0.1147 0.0253 -0.0038
H 3.300328 -3.389305 3.166789 0.0224 0.0165 -0.0368
H 2.216731 -4.399078 2.183796 0.0188 -0.0014 -0.0049
H 1.682449 -3.798744 3.735811 0.0342 0.0040 0.0068
H 2.484718 -0.907726 3.721696 0.0066 -0.0122 -0.0110
H 0.992069 -1.722463 4.231879 -0.0015 0.0206 -0.0094
H 0.926498 -0.391231 3.070009 -0.0167 0.0504 -0.0358
H 0.355013 -3.403744 0.917841 0.0197 0.0049 -0.0106
H -0.256094 -1.780872 1.306631 0.0093 0.0557 -0.0201
H -0.340899 -3.073820 2.509742 0.0056 0.0075 -0.0118